1.
Formula: C7H8
Source: the OMol25 dataset
Level of theory: the ωB97M-V functional and the def2-TZVPD basis

Computed properties:
highest occupied orbital energy	-9.906	eV
SMILES	C#CC(C)(C)C#C
energy relative to the best compared isomer or geometry (same formula, charge and spin)	120.0	kcal/mol

```
15
C7H8 | the OMol25 dataset | the ωB97M-V functional and the def2-TZVPD basis
C -2.28 0.33 0.77
C -1.30 0.35 0.08
C 0.14 0.08 -0.16
C 0.91 1.40 -0.44
C 0.29 -0.66 1.37
C 0.32 -0.82 -1.33
C 0.49 -1.53 -2.29
H -3.12 0.26 1.44
H 0.58 1.90 -1.37
H 1.98 1.20 -0.57
H 0.76 2.12 0.37
H -0.05 0.15 2.00
H -0.48 -1.43 1.27
H 1.11 -1.16 1.95
H 0.65 -2.19 -3.12
```

=====

2.
Formula: C4H4ClNOS
Source: the OMol25 dataset
Level of theory: the ωB97M-V functional and the def2-TZVPD basis

Computed properties:
highest occupied orbital energy	-8.456	eV
SMILES	CSc1ncc(Cl)o1
energy relative to the best compared isomer or geometry (same formula, charge and spin)	46.1	kcal/mol

```
12
C4H4ClNOS | the OMol25 dataset | the ωB97M-V functional and the def2-TZVPD basis
C 0.83 1.81 -1.36
S 1.91 0.36 -0.87
C 0.46 -0.57 -0.18
N 0.78 -1.60 0.68
C -0.39 -1.84 1.36
C -1.35 -0.88 0.97
Cl -3.03 -0.74 1.45
O -0.74 -0.13 -0.12
H -0.10 1.44 -1.76
H 1.21 2.39 -2.13
H 0.74 2.38 -0.35
H -0.30 -2.63 2.29
```

=====

3.
Formula: C4H9NS
Source: the OMol25 dataset
Level of theory: the ωB97M-V functional and the def2-TZVPD basis

Computed properties:
highest occupied orbital energy	-8.587	eV
SMILES	NC/C=C/CS
energy relative to the best compared isomer or geometry (same formula, charge and spin)	96.1	kcal/mol

```
15
C4H9NS | the OMol25 dataset | the ωB97M-V functional and the def2-TZVPD basis
N -2.85 0.05 -0.02
C -1.76 -0.72 0.06
C -0.37 0.18 0.13
C 0.93 -0.03 0.75
C 1.97 0.75 0.00
S 3.51 -0.38 -0.02
H -2.95 0.92 0.55
H -3.24 0.17 -1.09
H -1.61 -1.55 0.91
H -1.67 -1.38 -0.82
H -0.13 0.80 -0.64
H 1.25 -0.40 1.80
H 2.26 1.91 0.47
H 1.70 0.94 -1.13
H 2.96 -1.26 -0.94
```

=====

4.
Formula: C44H36F5N6O7STa
Source: the OMol25 dataset
Level of theory: the ωB97M-V functional and the def2-TZVPD basis

Computed properties:
highest occupied orbital energy	-13.660	eV
energy relative to the best compared isomer or geometry (same formula, charge and spin)	55.6	kcal/mol
total charge	+2

```
100
C44H36F5N6O7STa | the OMol25 dataset | the ωB97M-V functional and the def2-TZVPD basis
Ta 0.11 0.40 -0.28
F 2.04 -5.12 4.44
C 1.91 -3.99 3.78
C 0.69 -3.34 3.75
F -0.36 -3.85 4.37
C 0.57 -2.16 3.05
F -0.64 -1.56 3.00
C 1.64 -1.59 2.36
S 1.57 -0.05 1.54
C 2.86 -2.27 2.40
F 3.91 -1.78 1.76
C 3.00 -3.46 3.10
F 4.16 -4.08 3.12
C -4.09 -1.49 -1.38
C -2.97 -2.50 -1.43
C -3.16 -3.63 -2.23
C -2.17 -4.59 -2.37
C -0.97 -4.43 -1.71
C -0.74 -3.33 -0.89
C 0.53 -3.26 -0.10
C -1.75 -2.37 -0.76
N -1.52 -1.18 0.02
C -2.31 -0.96 1.03
C -3.20 -1.95 1.67
C -2.29 0.44 1.58
C -3.28 0.79 2.62
N -1.44 1.27 1.06
C -1.35 2.61 1.66
C -0.69 2.75 2.88
C -0.22 1.61 3.75
C -0.53 4.04 3.37
C -1.06 5.14 2.71
C -1.78 4.95 1.55
C -1.93 3.69 0.99
C -2.71 3.56 -0.29
H -4.58 -1.44 -2.35
H -3.74 -0.48 -1.14
H -4.85 -1.78 -0.65
H -4.10 -3.74 -2.76
H -2.34 -5.45 -3.00
H -0.20 -5.19 -1.80
H 1.31 -3.89 -0.54
H 0.37 -3.61 0.92
H 0.94 -2.25 -0.04
H -3.05 -2.94 1.27
H -4.25 -1.67 1.57
H -2.98 -1.96 2.74
H -4.27 0.45 2.32
H -3.31 1.86 2.82
H -3.03 0.27 3.55
H -0.18 0.65 3.23
H -0.89 1.51 4.60
H 0.78 1.82 4.14
H 0.00 4.18 4.31
H -0.93 6.13 3.12
H -2.24 5.80 1.05
H -3.50 4.32 -0.31
H -3.19 2.59 -0.40
H -2.08 3.75 -1.16
O 7.49 2.86 -1.78
N 6.65 3.58 -1.29
O 6.76 4.75 -1.04
C 5.30 2.99 -1.11
C 5.13 1.64 -1.35
C 3.87 1.07 -1.22
C 2.80 1.89 -0.85
O 1.54 1.41 -0.90
C 3.03 3.23 -0.52
C 4.28 3.80 -0.66
N 1.95 4.06 0.00
O 0.97 3.48 0.47
O 2.08 5.25 -0.01
N 3.85 -0.37 -1.23
O 2.60 -1.00 -1.23
O 4.52 -0.92 -2.31
H 5.98 1.04 -1.64
H 4.45 4.84 -0.43
C -3.52 0.76 -4.17
C -2.90 -0.46 -4.43
C -1.76 -0.83 -3.75
C -1.21 0.04 -2.81
C -1.82 1.27 -2.57
C -2.99 1.63 -3.23
N 0.02 -0.22 -2.15
C 1.16 -0.28 -3.01
C 1.30 0.52 -4.07
C 2.56 0.57 -4.82
C 3.61 -0.17 -4.47
C 3.55 -1.17 -3.37
C 2.22 -1.24 -2.60
H -4.41 1.04 -4.71
H -3.32 -1.12 -5.18
H -1.27 -1.78 -3.95
H -1.30 2.01 -1.96
H -3.45 2.59 -3.04
H 0.50 1.19 -4.36
H 2.62 1.25 -5.65
H 4.55 -0.09 -5.01
H 3.83 -2.16 -3.75
H 1.81 -2.26 -2.61
```

=====

5.
Formula: C6H15ClNS2
Source: the OMol25 dataset
Level of theory: the ωB97M-V functional and the def2-TZVPD basis

Computed properties:
highest occupied orbital energy	-13.051	eV
SMILES	CCCC[C@H]([NH3+])C(S)(S)Cl
energy relative to the best compared isomer or geometry (same formula, charge and spin)	0.0	kcal/mol
total charge	+1

```
25
C6H15ClNS2 | the OMol25 dataset | the ωB97M-V functional and the def2-TZVPD basis
C 1.32 -2.30 -1.47
C 0.82 -2.56 -0.07
C 0.89 -1.29 0.78
C 0.44 -0.09 0.04
C -0.34 0.97 0.81
N -1.71 0.46 1.29
C -0.77 2.29 -0.09
S -1.38 3.63 1.01
S 0.65 2.81 -1.04
Cl -2.07 1.73 -1.25
H 2.17 -1.62 -1.32
H 1.57 -3.23 -2.04
H 0.55 -1.88 -2.16
H 1.45 -3.19 0.41
H -0.10 -3.07 -0.16
H 0.40 -1.66 1.73
H 1.97 -1.22 1.15
H 1.37 0.58 -0.28
H -0.18 -0.38 -0.80
H 0.10 1.33 1.68
H -1.92 0.59 2.26
H -1.92 -0.47 0.98
H -2.37 1.07 0.74
H -1.27 4.60 0.13
H 0.33 2.88 -2.31
```

=====

6.
Formula: C2HN6
Source: the OMol25 dataset
Level of theory: the ωB97M-V functional and the def2-TZVPD basis

Computed properties:
highest occupied orbital energy	-3.869	eV
SMILES	[N-]=N/N=C1/N=CN=N1
energy relative to the best compared isomer or geometry (same formula, charge and spin)	18.4	kcal/mol
total charge	-1

```
9
C2HN6 | the OMol25 dataset | the ωB97M-V functional and the def2-TZVPD basis
N -1.53 1.33 -4.05
N -0.73 0.56 -3.83
N -0.10 -0.35 -3.29
C -0.16 -0.11 -1.90
N 0.43 -0.74 -0.85
C -0.03 0.04 0.15
N -0.72 1.05 -0.20
N -0.87 0.96 -1.57
H 0.12 -0.08 1.16
```

=====

7.
Formula: C6H20O5
Source: the OMol25 dataset
Level of theory: the ωB97M-V functional and the def2-TZVPD basis

Computed properties:
highest occupied orbital energy	-8.275	eV
SMILES	C=C(C)/C=C/C.O.O.O.O.O
energy relative to the best compared isomer or geometry (same formula, charge and spin)	57.9	kcal/mol

```
31
C6H20O5 | the OMol25 dataset | the ωB97M-V functional and the def2-TZVPD basis
C 2.90 0.15 -0.70
C 1.70 0.75 -0.54
C 1.69 2.14 -1.17
C 0.52 0.28 0.20
C 0.64 -0.55 1.24
C -0.35 -0.92 2.29
H 3.60 0.43 -1.46
H 3.15 -0.72 -0.12
H 1.35 2.92 -0.47
H 2.69 2.47 -1.42
H 0.98 2.19 -2.00
H -0.42 0.76 -0.02
H 1.62 -0.99 1.43
H -0.87 0.00 2.60
H 0.03 -1.56 3.05
H -1.23 -1.23 1.69
O 2.03 1.51 2.57
H 2.01 2.10 1.81
H 2.37 0.65 2.34
O -3.49 0.55 0.82
H -3.18 1.41 1.12
H -3.85 0.68 -0.08
O -0.27 -0.31 -3.06
H 0.27 -0.71 -3.76
H 0.09 -0.89 -2.37
O -1.27 -3.09 0.61
H -1.75 -3.42 -0.17
H -1.97 -3.18 1.26
O -3.39 -0.40 -2.07
H -2.48 -0.25 -2.39
H -3.14 -0.78 -1.22
```

=====

8.
Formula: C27H14BrN5O4Sc
Source: the OMol25 dataset
Level of theory: the ωB97M-V functional and the def2-TZVPD basis

Computed properties:
highest occupied orbital energy	-11.126	eV
energy relative to the best compared isomer or geometry (same formula, charge and spin)	0.0	kcal/mol
total charge	+1

```
52
C27H14BrN5O4Sc | the OMol25 dataset | the ωB97M-V functional and the def2-TZVPD basis
Sc -0.89 -0.06 -0.44
Br -1.83 -1.58 2.65
C -3.27 -1.27 1.47
C -4.57 -1.53 1.84
C -5.56 -1.26 0.90
C -5.23 -0.73 -0.33
C -3.90 -0.49 -0.60
N -2.93 -0.77 0.29
C -3.42 0.13 -1.90
O -4.18 0.35 -2.80
O -2.12 0.37 -1.89
H -4.80 -1.93 2.81
H -6.60 -1.45 1.16
H -5.96 -0.49 -1.09
O 4.30 -4.52 -4.16
N 3.69 -4.54 -3.12
O 3.68 -5.46 -2.32
C 2.92 -3.33 -2.76
C 3.39 -2.16 -3.23
C 2.76 -0.93 -2.89
C 3.21 0.32 -3.35
C 2.55 1.46 -2.97
C 1.43 1.34 -2.14
N 0.98 0.17 -1.71
C 1.63 -0.95 -2.07
C 1.12 -2.21 -1.58
N 0.01 -2.16 -0.80
C -0.52 -3.29 -0.37
C 0.02 -4.54 -0.69
C 1.15 -4.61 -1.46
C 1.75 -3.42 -1.92
H 4.27 -2.16 -3.87
H 4.08 0.37 -3.99
H 2.87 2.44 -3.30
H 0.88 2.22 -1.81
H -1.41 -3.22 0.25
H -0.46 -5.44 -0.32
H 1.59 -5.56 -1.70
N 1.69 7.15 6.22
C 1.40 6.34 5.46
C 1.03 5.33 4.51
C -0.12 5.49 3.73
C -0.47 4.52 2.82
C 0.31 3.37 2.67
C 1.46 3.22 3.46
C 1.81 4.19 4.37
C -0.05 2.36 1.72
C -0.37 1.50 0.92
H -0.72 6.38 3.84
H -1.36 4.64 2.21
H 2.06 2.33 3.34
H 2.70 4.07 4.98
```

=====

9.
Formula: C2H3NO3
Source: the OMol25 dataset
Level of theory: the ωB97M-V functional and the def2-TZVPD basis

Computed properties:
highest occupied orbital energy	-11.325	eV
SMILES	O=[N+]([O-])O.C#C
energy relative to the best compared isomer or geometry (same formula, charge and spin)	177.9	kcal/mol

```
9
C2H3NO3 | the OMol25 dataset | the ωB97M-V functional and the def2-TZVPD basis
O 2.91 0.29 0.28
N 1.81 -0.04 0.13
O 1.30 -1.13 0.37
O 0.91 0.90 -0.27
H -0.08 0.52 -0.01
C -1.99 0.31 -0.32
C -1.42 -0.66 0.12
H -2.37 1.35 -0.52
H -1.06 -1.55 0.21
```

=====

10.
Formula: C4H7NO3
Source: the OMol25 dataset
Level of theory: the ωB97M-V functional and the def2-TZVPD basis

Computed properties:
highest occupied orbital energy	-8.905	eV
SMILES	C[N@H+]1[C@H](O)C(=O)[C@@H]1[O-]
energy relative to the best compared isomer or geometry (same formula, charge and spin)	88.3	kcal/mol

```
15
C4H7NO3 | the OMol25 dataset | the ωB97M-V functional and the def2-TZVPD basis
C 1.61 0.51 -0.62
N 0.18 0.62 -0.33
C -0.76 -0.63 -0.74
O -2.03 -0.20 -0.77
C -0.42 -1.23 0.64
O -0.16 -2.34 1.01
C -0.39 0.15 1.34
O -1.57 0.67 1.48
H 1.79 0.47 -1.70
H 1.99 -0.41 -0.18
H 2.14 1.35 -0.19
H -0.24 1.49 -0.65
H -0.40 -1.14 -1.64
H -2.11 0.32 0.28
H 0.38 0.36 2.09
```

=====

11.
Formula: HN2O3P
Source: the OMol25 dataset
Level of theory: the ωB97M-V functional and the def2-TZVPD basis

Computed properties:
highest occupied orbital energy	1.160	eV
energy relative to the best compared isomer or geometry (same formula, charge and spin)	0.8	kcal/mol
total charge	-2

```
7
HN2O3P | the OMol25 dataset | the ωB97M-V functional and the def2-TZVPD basis
N -2.55 1.38 -2.80
N -3.42 1.43 -2.08
O -0.74 1.59 -5.66
O 0.58 2.09 -3.45
O -0.21 -0.35 -4.00
P -0.17 1.11 -4.36
H 6.50 -7.26 22.35
```

=====

12.
Formula: C7H8S
Source: the OMol25 dataset
Level of theory: the ωB97M-V functional and the def2-TZVPD basis

Computed properties:
highest occupied orbital energy	-8.488	eV
SMILES	C#C[C@H]1[C@@H]2CCS[C@@H]12
energy relative to the best compared isomer or geometry (same formula, charge and spin)	92.2	kcal/mol

```
16
C7H8S | the OMol25 dataset | the ωB97M-V functional and the def2-TZVPD basis
C -0.44 2.28 -2.61
C -0.70 1.30 -1.95
C -1.01 0.13 -1.16
C 0.16 -0.65 -0.61
C 0.62 -1.90 0.11
C 1.13 -1.26 1.46
S 0.29 0.41 1.71
C -0.79 0.00 0.36
H -0.22 3.14 -3.19
H -1.94 -0.35 -1.45
H 1.05 -0.02 -0.78
H -0.19 -2.60 0.30
H 1.42 -2.45 -0.37
H 2.19 -1.06 1.41
H 0.89 -1.89 2.32
H -1.56 -0.73 0.70
```

=====

no.,LUMO energy (hartree),frontier orbital gap (eV)
1,0.0348,10.85
2,0.0170,8.92
3,0.0252,9.27
4,-0.2874,5.84
5,-0.1207,9.77
6,0.1772,8.69
7,0.0125,8.62
8,-0.1587,6.81
9,0.0242,11.98
10,0.0211,9.48
11,0.1840,3.85
12,0.0361,9.47